{
  "formula": "C18H38NO13P3S",
  "method": "wB97M-V/def2-TZVPD",
  "homo_energy_ev": -7.23,
  "lumo_ev": -3.1,
  "orbital_gap_ev": 4.17,
  "symbols": ["H", "H", "H", "H", "H", "O", "H", "H", "C", "O", "C", "O", "O", "C", "H", "H", "H", "H", "C", "H", "H", "O", "H", "O", "H", "H", "C", "C", "C", "H", "H", "H", "P", "O", "C", "C", "H", "O", "C", "O", "H", "H", "O", "H", "C", "O", "O", "H", "H", "H", "H", "S", "H", "C", "N", "H", "H", "C", "C", "H", "P", "H", "O", "C", "H", "H", "H", "C", "C", "H", "H", "C", "P", "H"],
  "xyz": [[0.499120, 1.115011, 2.682150], [6.476515, 2.136595, -4.696256], [2.336821, 0.079292, -5.709921], [-1.015667, -1.785879, 2.361069], [-1.566846, 6.312555, 0.133706], [2.930527, 1.125077, -4.043149], [2.897897, -2.018994, 0.460674], [-4.758101, 2.150190, -1.674896], [1.903016, 0.551843, -4.829376], [2.343485, -4.413512, 3.725322], [5.416203, 1.898220, -4.582008], [1.794578, -2.122039, 6.173902], [2.662397, 0.439057, 5.115788], [-2.473998, -0.054110, 2.106281], [2.788823, -2.161443, 6.357884], [2.237095, 1.144776, 5.708446], [6.831385, -0.993895, -4.049391], [4.859851, 2.831393, -4.456928], [0.287430, 0.134029, 2.036074], [0.029510, 0.545868, 0.947358], [-3.003199, -4.112118, 0.297912], [5.241228, 1.092520, -3.430631], [1.653205, -0.925637, -0.437105], [5.171714, -1.224537, -2.848075], [-5.107128, 3.520398, -0.578571], [-4.207305, -0.551746, 0.712172], [-1.021329, -0.648642, 2.629310], [-3.569582, -3.762974, 1.269763], [1.767498, -1.637746, 0.508012], [0.976012, -3.444685, -0.629240], [5.073502, 1.384166, -5.484740], [2.551608, 0.019240, 1.854455], [1.614669, -0.937188, 4.902187], [-3.337200, 2.518611, -0.227081], [1.981599, -1.733165, 3.185077], [-4.338795, -4.764666, 2.359644], [-2.593864, -1.422933, 0.180414], [-2.282974, 3.002297, -2.316964], [6.058608, -1.732202, -3.823781], [3.344673, -0.036972, -2.087912], [-2.780902, 6.613701, -1.147691], [5.511491, -1.988313, -4.735127], [-1.444843, 5.101534, -1.538301], [-5.255178, 1.847266, 0.005935], [-3.248273, -1.137479, 1.111264], [-0.038225, -3.699592, 3.838176], [1.192882, -4.040406, 1.405959], [-0.340047, -2.756504, 0.531199], [1.219893, 1.344554, -5.147559], [-3.020733, 3.033450, -4.233361], [1.345573, -0.188360, -4.242819], [1.274617, -3.492156, 3.015954], [-1.620437, 4.083703, -3.933757], [0.827459, -2.977597, 0.459632], [-3.776395, -2.359770, 1.830927], [-1.090505, 7.113028, -1.388305], [-3.238345, 4.548506, -3.331390], [-4.549310, -2.361765, 3.148101], [-5.001476, -3.880748, 3.584730], [-4.729158, -1.319869, 3.681857], [4.051120, -0.049648, -3.445584], [-2.252911, 0.896137, 1.429075], [-1.213946, 3.393448, 0.002464], [-2.557998, 3.711105, -3.511698], [6.533473, -2.634953, -3.431153], [3.164871, -1.895402, 3.170791], [-3.155512, 0.312469, 2.990530], [-1.742163, 6.352856, -0.948113], [1.650404, -0.763407, 1.905889], [-5.629083, -4.204088, 4.519610], [-4.433748, -5.937582, 2.317558], [-4.686154, 2.513654, -0.647327], [-2.390954, 3.810058, -0.882743], [-1.028460, -0.503884, 3.813701]],
  "forces_ev_per_angstrom": [[-0.41, -2.26, -1.30], [-0.07, -0.15, 0.12], [-0.30, -0.01, -0.24], [0.11, 2.08, 0.78], [-0.02, 0.09, -0.09], [1.27, -2.03, -2.58], [-2.42, 0.72, 0.04], [-0.10, 0.03, -0.05], [-0.74, 0.03, -0.19], [-3.05, 3.60, -3.56], [0.11, 0.66, -0.31], [3.20, 2.13, -2.09], [-0.28, -1.17, 0.34], [0.81, 0.14, -1.18], [-1.70, -0.50, -0.06], [0.47, -1.95, -1.34], [0.05, -0.02, -0.10], [0.02, -0.12, -0.17], [-0.47, 0.50, -0.58], [0.62, -0.90, 2.23], [-1.30, 1.33, 2.29], [-0.15, -1.16, -1.20], [-0.07, -1.66, 2.08], [-1.53, -0.27, -2.91], [-0.33, -0.19, 0.00], [2.04, -1.26, 0.59], [-0.72, 0.41, 0.84], [-3.33, -0.87, 5.31], [0.99, -0.27, 0.67], [-0.21, 0.78, 2.55], [0.08, 0.26, -0.02], [-1.93, -1.75, 0.18], [-3.57, 0.89, 2.02], [-1.15, 3.01, -0.34], [3.15, 0.34, -1.67], [0.30, 4.10, 0.06], [-1.20, 0.30, 2.05], [-1.35, 0.82, 0.38], [0.68, -0.35, -0.28], [-0.12, -1.30, -1.46], [0.00, 0.38, 0.04], [0.31, -0.21, -0.07], [-3.43, 0.70, -0.12], [0.10, 0.10, -0.06], [-1.12, 1.84, 0.47], [3.81, 1.81, -4.19], [0.08, 2.67, 1.67], [2.52, -0.32, 0.12], [0.15, -0.11, 0.10], [0.00, -0.04, 0.20], [-0.02, 0.06, -0.11], [0.28, -5.44, 6.83], [-0.18, 0.11, 0.01], [-0.92, 1.05, -2.53], [-0.56, -3.69, 1.29], [-0.09, -0.18, 0.05], [0.12, -0.03, -0.25], [0.16, -3.35, -1.20], [3.62, 2.87, -5.30], [0.44, -2.61, -1.36], [0.32, 4.55, 9.53], [-0.58, -1.89, 1.37], [-1.67, 0.95, 0.40], [0.17, 0.16, -0.66], [-0.11, 0.13, -0.03], [-2.48, -0.24, -0.38], [1.28, -0.99, -1.78], [0.28, 0.69, 0.26], [0.36, 0.88, -0.34], [1.54, 0.79, -2.20], [0.39, 2.77, -0.14], [-0.71, -0.32, -0.15], [8.36, -6.36, 0.41], [0.23, -0.76, -2.66]],
  "lowdin_charge": [0.128, 0.090, 0.075, 0.080, 0.085, -0.268, 0.142, 0.084, -0.153, -0.396, -0.134, -0.324, -0.352, -0.164, 0.075, 0.082, 0.082, 0.090, -0.177, 0.124, 0.100, -0.248, 0.120, -0.252, 0.077, 0.119, -0.206, -0.049, -0.132, 0.147, 0.080, 0.157, 0.929, -0.281, -0.420, -0.087, 0.129, -0.254, -0.158, -0.261, 0.074, 0.076, -0.269, 0.084, -0.177, -0.360, -0.275, 0.119, 0.090, 0.089, 0.084, 0.815, 0.089, -0.214, -0.185, 0.092, 0.081, -0.056, -0.069, 0.100, 0.744, 0.099, -0.257, -0.135, 0.090, 0.132, 0.105, -0.154, -0.318, 0.076, 0.069, -0.155, 0.742, 0.096]
}